Run P
{
  "formula": "C20H21F2",
  "method": "the ωB97M-V functional and the def2-TZVPD basis",
  "molar_mass_g_mol": 299.4,
  "homo_lumo_gap_ev": 6.34,
  "homo_energy_ev": -12.11,
  "multiplicity": 1,
  "charge": 1,
  "symbols": ["C", "C", "C", "C", "C", "C", "C", "H", "H", "H", "H", "H", "H", "H", "H", "H", "H", "H", "H", "F", "C", "C", "C", "C", "C", "C", "C", "C", "C", "C", "C", "F", "C", "C", "H", "H", "H", "H", "H", "H", "H", "H", "H"],
  "xyz": [[-2.54076, 0.09855, 1.85269], [-1.06974, 0.16723, 1.97205], [-0.43132, 1.47717, 2.17174], [1.14155, 1.46668, 2.23781], [1.79617, 0.20392, 1.70394], [1.15263, -1.05165, 2.28768], [-0.35947, -1.09960, 1.97829], [-2.86284, -0.95297, 1.83336], [-3.04572, 0.57486, 2.70887], [-2.94798, 0.56327, 0.93999], [-0.77605, 1.78361, 3.17504], [1.55551, 2.35215, 1.74390], [1.39219, 1.59305, 3.30299], [1.72040, 0.19855, 0.60592], [2.86993, 0.22565, 1.94188], [1.63716, -1.93769, 1.86709], [1.30504, -1.08462, 3.37602], [-0.86845, -1.77372, 2.69296], [-0.50834, -1.57000, 0.98420], [2.48512, 5.99156, 1.64279], [1.20104, 5.58110, 1.91116], [0.48288, 6.22028, 2.91081], [-0.83628, 5.80718, 3.13812], [-1.33567, 4.67198, 2.50201], [-0.52174, 3.95333, 1.60999], [-0.98190, 2.53800, 1.21587], [-0.72919, 2.13715, -0.23438], [-1.82442, 1.80496, -1.04534], [-1.63814, 1.16288, -2.26949], [-0.34825, 0.88147, -2.73267], [0.72018, 1.31410, -1.96186], [2.00031, 1.08753, -2.41299], [0.55785, 1.98189, -0.74372], [0.67390, 4.52112, 1.16437], [0.92846, 7.04311, 3.46509], [-1.47216, 6.35472, 3.83200], [-2.36242, 4.33005, 2.69488], [-2.06573, 2.57178, 1.34368], [-2.84117, 2.02889, -0.69722], [-2.50569, 0.88250, -2.86450], [-0.17283, 0.36062, -3.67114], [1.44669, 2.34926, -0.22898], [1.21592, 4.13580, 0.30603]]
}



Run Q
{
  "formula": "C20H21F2",
  "method": "the ωB97M-V functional and the def2-TZVPD basis",
  "molar_mass_g_mol": 299.4,
  "homo_lumo_gap_ev": 6.36,
  "homo_energy_ev": -12.14,
  "multiplicity": 1,
  "charge": 1,
  "symbols": ["C", "C", "C", "C", "C", "C", "C", "H", "H", "H", "H", "H", "H", "H", "H", "H", "H", "H", "H", "F", "C", "C", "C", "C", "C", "C", "C", "C", "C", "F", "C", "C", "C", "C", "H", "H", "H", "H", "H", "H", "H", "H", "H"],
  "xyz": [[-2.28569, 0.58261, -3.46962], [-2.15680, -0.38968, -2.56451], [-1.20159, -1.53232, -2.78765], [-2.91189, -0.33381, -1.23329], [-2.01043, 0.36788, -0.20148], [-2.24598, 1.85267, 0.02926], [-0.98007, -0.30532, 0.49399], [-2.95771, 1.44688, -3.32811], [-1.73117, 0.53173, -4.42071], [-1.27776, -2.33175, -2.01605], [-1.40957, -1.97747, -3.78188], [-0.15323, -1.18712, -2.81466], [-3.86210, 0.18540, -1.36586], [-3.17818, -1.35924, -0.91403], [-2.98152, 2.29230, -0.66030], [-2.58951, 2.07691, 1.05713], [-1.30431, 2.37015, -0.12116], [-0.85539, 0.12135, 1.52316], [-1.07761, -1.40447, 0.49803], [1.41743, 4.90735, -0.89479], [1.53740, 3.58156, -0.60611], [1.43317, 2.64327, -1.61883], [1.38490, 1.30174, -1.28166], [1.33435, 0.88007, 0.07578], [0.71200, -0.49821, 0.37822], [1.39962, -1.36982, 1.47578], [1.71104, -2.73707, 1.23130], [1.89983, -3.63903, 2.26997], [1.94013, -3.16073, 3.56908], [1.99301, -4.03403, 4.61062], [1.81197, -1.82571, 3.85919], [1.56342, -0.91505, 2.78902], [1.68153, 1.84056, 1.03866], [1.66077, 3.22226, 0.71260], [1.28738, 2.98814, -2.66661], [1.28927, 0.57604, -2.09659], [0.79763, -1.10428, -0.57752], [1.70833, -3.13363, 0.21024], [1.92373, -4.73579, 2.09815], [1.77976, -1.44626, 4.87590], [1.37365, 0.12901, 3.02965], [1.87214, 1.56406, 2.07785], [1.65804, 3.95885, 1.51782]]
}



Which one sits at the bottom of the stability order? run Q does.



Run P
{
  "formula": "CH4N3P",
  "method": "the ωB97M-V functional and the def2-TZVPD basis",
  "molar_mass_g_mol": 89.0,
  "homo_lumo_gap_ev": 9.72,
  "homo_energy_ev": -9.63,
  "multiplicity": 1,
  "symbols": ["C", "N", "N", "N", "P", "H", "H", "H", "H"],
  "xyz": [[0.81915, 0.08999, 0.56617], [-1.85109, -0.55797, 0.49216], [-1.52470, -0.58950, -0.55932], [-1.33255, -0.85915, -1.67948], [1.74491, 0.40119, 1.96906], [0.60689, 0.84477, -0.25235], [0.44988, -0.92767, 0.13881], [-0.76282, -0.26658, -2.26686], [1.85032, 1.86492, 1.59179]]
}



Run Q
{
  "formula": "CH4N3P",
  "method": "the ωB97M-V functional and the def2-TZVPD basis",
  "molar_mass_g_mol": 89.0,
  "homo_lumo_gap_ev": 8.86,
  "homo_energy_ev": -9.80,
  "multiplicity": 1,
  "smiles": "[H]/N=P/C#N.N",
  "symbols": ["C", "N", "N", "N", "P", "H", "H", "H", "H"],
  "xyz": [[-3.02701, 2.09180, -0.16217], [-4.04682, 2.53668, 0.16247], [1.19529, -0.40256, 0.53898], [-1.25365, 1.92928, -1.96117], [-1.46458, 1.29379, -0.59925], [1.85653, -1.08785, 0.37223], [1.69231, 0.41097, 0.80301], [0.52040, -0.57890, 1.33116], [-0.42785, 1.87025, -2.60617]]
}



Which one sits at the bottom of the stability order? run P does.



Run P
{
  "formula": "C19H21N3O",
  "method": "the ωB97M-V functional and the def2-TZVPD basis",
  "molar_mass_g_mol": 307.4,
  "homo_lumo_gap_ev": 8.89,
  "homo_energy_ev": -8.21,
  "multiplicity": 1,
  "smiles": "Cc1ccc(CCNC(=O)CCc2nc3ccccc3[nH]2)cc1",
  "symbols": ["C", "C", "C", "C", "C", "C", "C", "H", "H", "C", "H", "H", "C", "N", "C", "O", "C", "H", "H", "C", "C", "N", "C", "C", "C", "C", "C", "C", "N", "H", "H", "H", "H", "H", "H", "H", "H", "H", "H", "H", "H", "H", "H", "H"],
  "xyz": [[-1.58651, -2.17552, 1.15693], [-0.19293, -1.89866, 0.68782], [0.12470, -1.84660, -0.66262], [1.41976, -1.59810, -1.08080], [2.43734, -1.40246, -0.15767], [2.12059, -1.45039, 1.19432], [0.82589, -1.69436, 1.61083], [0.59896, -1.72857, 2.66719], [2.89884, -1.30376, 1.93238], [3.83312, -1.05763, -0.60094], [4.53559, -1.24733, 0.21388], [4.12932, -1.66395, -1.45787], [3.89952, 0.42811, -0.99816], [3.23266, 1.24997, -0.01274], [1.99774, 1.75196, -0.23494], [1.51587, 1.81923, -1.34994], [1.30792, 2.24824, 1.02555], [1.12652, 1.38314, 1.66944], [1.98866, 2.92473, 1.54769], [-0.01678, 2.96993, 0.75044], [-1.11777, 2.04010, 0.37485], [-2.14906, 1.76613, 1.12336], [-2.92499, 0.90957, 0.38267], [-4.14234, 0.30679, 0.67833], [-4.69707, -0.52002, -0.27609], [-4.07111, -0.74940, -1.50330], [-2.86472, -0.15770, -1.82085], [-2.29824, 0.67058, -0.86599], [-1.15196, 1.41435, -0.83610], [-0.40357, 1.46450, -1.51424], [-2.38429, -0.32709, -2.77341], [-4.54626, -1.40330, -2.22039], [-5.64205, -1.00396, -0.07591], [-4.62858, 0.48712, 1.62395], [-0.33003, 3.50436, 1.64714], [0.13371, 3.68780, -0.05973], [3.54329, 1.14587, 0.94121], [3.37224, 0.59404, -1.93951], [4.93889, 0.75097, -1.10687], [1.64398, -1.55681, -2.13702], [-0.65408, -2.00188, -1.39489], [-1.95528, -1.34376, 1.75546], [-1.60533, -3.06995, 1.77885], [-2.26213, -2.31628, 0.31768]]
}



Run Q
{
  "formula": "C19H21N3O",
  "method": "the ωB97M-V functional and the def2-TZVPD basis",
  "molar_mass_g_mol": 307.4,
  "homo_lumo_gap_ev": 8.23,
  "homo_energy_ev": -8.84,
  "multiplicity": 1,
  "smiles": "CC(C)[C@@H](C)COc1cc2nccnc2cc1-c1cccnc1",
  "symbols": ["C", "C", "C", "C", "C", "C", "O", "C", "C", "C", "N", "C", "C", "N", "C", "C", "C", "C", "C", "C", "C", "N", "C", "H", "H", "H", "H", "H", "H", "H", "H", "H", "H", "H", "H", "H", "H", "H", "H", "H", "H", "H", "H", "H"],
  "xyz": [[2.66527, 0.27872, 1.81012], [2.98210, 1.41668, 0.76061], [4.56577, 1.32683, 0.46587], [2.27372, 1.25020, -0.64327], [2.58241, -0.15757, -1.34640], [0.73216, 1.58408, -0.65043], [0.03856, 1.25776, 0.57591], [-1.25581, 0.79372, 0.36601], [-2.34626, 1.73516, 0.62533], [-3.79254, 1.35008, 0.48351], [-4.73932, 2.32800, 0.77496], [-6.01051, 1.86337, 0.65458], [-6.33974, 0.46211, 0.25811], [-5.44904, -0.51310, -0.06716], [-4.15518, -0.01811, 0.06846], [-3.02391, -0.97899, -0.21010], [-1.61370, -0.60235, -0.06809], [-0.53262, -1.67904, -0.36994], [0.07595, -2.44828, 0.73020], [1.08826, -3.39658, 0.23061], [1.36295, -3.47950, -1.19418], [0.79415, -2.81871, -2.25643], [-0.13561, -1.94672, -1.74213], [1.91109, 0.71309, 2.54009], [2.17462, -0.63364, 1.38129], [3.56561, 0.03266, 2.45176], [2.83583, 2.46381, 1.16888], [5.11911, 1.70639, 1.36539], [4.78685, 0.21506, 0.41844], [4.85371, 1.82341, -0.49851], [2.76031, 2.01187, -1.33115], [2.43024, -1.03083, -0.66418], [1.91870, -0.19060, -2.25900], [3.64098, -0.11140, -1.74269], [0.23866, 1.14459, -1.57222], [0.63406, 2.70893, -0.78460], [-2.07636, 2.76858, 0.94444], [-6.84431, 2.57893, 0.87135], [-7.42988, 0.18452, 0.21348], [-3.27340, -2.03630, -0.50267], [-0.15738, -2.36308, 1.81542], [1.64478, -4.05014, 0.94757], [2.17652, -4.20438, -1.49239], [-0.67677, -1.33923, -2.52686]]
}



Which one sits at the bottom of the stability order? run Q does.



Run P
{
  "formula": "C36H14Cl3CrF4N6O6",
  "method": "the ωB97M-V functional and the def2-TZVPD basis",
  "s2": 3.80,
  "molar_mass_g_mol": 860.9,
  "homo_lumo_gap_ev": [6.19, 6.30],
  "homo_energy_ev": [-8.84, -8.95],
  "multiplicity": 4,
  "symbols": ["Cr", "Cl", "C", "C", "C", "Cl", "C", "O", "C", "C", "O", "C", "H", "H", "H", "O", "C", "O", "C", "C", "Cl", "N", "N", "C", "C", "O", "O", "C", "C", "C", "C", "C", "C", "H", "H", "H", "H", "H", "H", "F", "C", "C", "F", "C", "C", "C", "F", "C", "C", "C", "N", "C", "N", "F", "C", "C", "N", "C", "N", "C", "C", "C", "C", "C", "C", "H", "H", "H", "H", "H"],
  "xyz": [[0.62096, 0.37810, 0.33811], [-4.59274, 0.53411, 5.46878], [-3.46803, 0.78159, 4.14386], [-3.57145, 1.92999, 3.29396], [-2.70399, 2.11811, 2.24785], [-2.92073, 3.27424, 1.07128], [-1.62365, 1.19314, 1.99887], [-0.71226, 1.50223, 1.13294], [-1.59986, 0.04083, 2.80338], [-0.65741, -1.02168, 2.62738], [0.20856, -1.03276, 1.74157], [-2.45985, -0.08963, 3.91728], [-4.42028, 2.62737, 3.34521], [-0.70139, -1.86855, 3.30234], [-2.31509, -0.97451, 4.52276], [3.98700, -3.44185, -2.94566], [4.52903, -3.13589, -1.76098], [5.54983, -3.66382, -1.39465], [3.86399, -2.05188, -0.99943], [4.46460, -1.12713, -0.15727], [6.09834, -1.01792, 0.21580], [3.49706, -0.37474, 0.38407], [2.29531, -0.74455, -0.04689], [2.50132, -1.74835, -0.93278], [0.96009, -1.91495, -2.85294], [1.37543, -1.76707, -3.95823], [-0.13317, -0.43771, -1.18929], [3.62712, 0.81362, 1.16299], [4.27777, 1.96212, 0.72337], [4.22277, 3.10797, 1.49996], [3.52865, 3.18675, 2.71588], [2.90935, 2.02620, 3.15251], [2.99851, 0.85718, 2.41327], [3.32940, -2.81146, -3.23071], [4.66205, 2.01174, -0.37604], [4.77384, 3.95438, 1.09742], [3.43395, 4.07143, 3.28840], [2.38987, 1.97430, 4.11299], [2.53585, 0.01075, 2.83049], [-2.90429, -4.43172, -0.04250], [-3.33670, -3.45838, -0.86307], [-4.62914, -3.15429, -0.96021], [-5.49241, -3.91853, -0.21744], [-5.16893, -1.99787, -1.74589], [-4.07710, -1.24199, -2.43679], [-2.82664, -1.63546, -2.39053], [-1.92002, -1.11866, -3.21783], [-2.27895, -2.67707, -1.50132], [-0.99799, -2.66928, -1.17312], [0.06649, -1.66952, -1.64788], [1.41007, -2.29087, -1.58001], [-0.47044, -3.56431, -0.23242], [0.11268, -4.15851, 0.55661], [-4.45615, -0.27774, -3.22256], [-6.42236, -1.57631, -1.77619], [-7.50268, -2.34429, -1.24182], [-8.38036, -2.98954, -0.88217], [-6.88730, -0.36593, -2.38176], [-7.31911, 0.61246, -2.81466], [2.68662, 4.17119, -1.83463], [1.94297, 4.28160, -0.67213], [1.26301, 3.18239, -0.15475], [1.37170, 1.93807, -0.74449], [2.01806, 1.90254, -2.02236], [2.67693, 2.97105, -2.55350], [3.18554, 5.02939, -2.31353], [1.84460, 5.23846, -0.17426], [0.62253, 3.27260, 0.72268], [2.01243, 0.97326, -2.64321], [3.09619, 2.83557, -3.54616]]
}



Run Q
{
  "formula": "C36H14Cl3CrF4N6O6",
  "method": "the ωB97M-V functional and the def2-TZVPD basis",
  "s2": 3.79,
  "molar_mass_g_mol": 860.9,
  "homo_lumo_gap_ev": [5.34, 5.48],
  "homo_energy_ev": [-8.62, -8.68],
  "multiplicity": 4,
  "symbols": ["Cr", "Cl", "C", "C", "C", "Cl", "C", "O", "C", "C", "O", "C", "H", "H", "H", "O", "C", "O", "C", "C", "Cl", "N", "N", "C", "C", "O", "O", "C", "C", "C", "C", "C", "C", "H", "H", "H", "H", "H", "H", "F", "C", "C", "F", "C", "C", "C", "F", "C", "C", "C", "N", "C", "N", "F", "C", "C", "N", "C", "N", "C", "C", "C", "C", "C", "C", "H", "H", "H", "H", "H"],
  "xyz": [[-2.14870, -1.36319, 0.17227], [-3.38833, 5.56667, 2.50284], [-2.97981, 3.85720, 2.12053], [-2.56787, 3.04712, 3.14640], [-2.34045, 1.74484, 2.96618], [-1.76341, 0.86290, 4.35637], [-2.54624, 1.10947, 1.75811], [-2.25209, -0.13837, 1.56220], [-3.01034, 1.89781, 0.69923], [-3.31578, 1.28365, -0.54673], [-3.11412, 0.08983, -0.89560], [-3.19035, 3.32118, 0.84767], [-2.38542, 3.51487, 4.11651], [-3.81389, 1.91654, -1.33175], [-3.61657, 3.94455, 0.05621], [-1.60943, -2.90772, 6.01056], [-0.32812, -2.50185, 5.99633], [0.43733, -2.52153, 6.89655], [0.09024, -2.00200, 4.63944], [1.09082, -1.02873, 4.49042], [1.83220, -0.08211, 5.68839], [1.19721, -0.71846, 3.17795], [0.27511, -1.32059, 2.46159], [-0.43336, -2.03459, 3.28359], [-1.56426, -2.89847, 2.75432], [-2.17653, -3.52512, 3.57899], [-1.74164, -2.79470, 1.48184], [2.11031, 0.12048, 2.49623], [1.55208, 1.06542, 1.62029], [2.38584, 1.78538, 0.72446], [3.76964, 1.59490, 0.77143], [4.28302, 0.56631, 1.57729], [3.45516, -0.15806, 2.43314], [-1.93257, -3.07277, 5.13752], [0.48063, 1.12819, 1.53486], [1.97247, 2.50708, 0.05962], [4.43661, 2.19720, 0.15362], [5.39657, 0.48801, 1.65142], [3.84268, -0.89058, 3.06753], [-2.38038, 0.62632, -5.07578], [-1.14955, 0.27920, -4.67929], [-0.15222, 1.22680, -4.76278], [-0.35523, 2.41699, -5.24072], [1.21972, 0.81037, -4.37553], [1.34090, -0.57519, -3.70228], [0.17336, -1.47634, -3.88261], [0.41263, -2.67868, -3.24359], [-1.05926, -1.09223, -4.13748], [-2.26869, -1.79598, -3.76009], [-2.49650, -2.33787, -2.51299], [-2.51617, -2.77431, -1.41237], [-3.29295, -2.19506, -4.70699], [-4.19557, -2.66255, -5.25258], [2.55531, -1.04787, -4.11907], [2.23874, 1.66649, -4.41087], [2.02589, 3.09101, -4.64217], [1.86635, 4.22937, -4.75599], [3.54071, 1.38950, -3.93283], [4.55785, 1.19406, -3.41846], [2.35216, -1.14465, -1.40980], [1.38652, -0.30367, -2.17600], [0.02082, -0.23990, -1.51613], [-0.37989, -1.17744, -0.63152], [0.62122, -2.07576, -0.12895], [1.98514, -1.84714, -0.30227], [3.38521, -1.10279, -1.72257], [1.74732, 0.72176, -2.10409], [-0.64191, 0.55555, -1.87752], [0.33187, -2.91164, 0.48210], [2.73803, -2.41906, 0.19341]]
}



Which one sits at the bottom of the stability order? run Q does.



Run P
{
  "formula": "CH2N2O2S2",
  "method": "the ωB97M-V functional and the def2-TZVPD basis",
  "molar_mass_g_mol": 138.2,
  "homo_lumo_gap_ev": 9.56,
  "homo_energy_ev": -10.62,
  "multiplicity": 1,
  "smiles": "N#CSS(N)(=O)=O",
  "symbols": ["C", "N", "N", "O", "O", "S", "S", "H", "H"],
  "xyz": [[2.16377, 0.58929, 0.06346], [3.02233, -0.11404, 0.16532], [-1.78808, 0.07794, 0.21458], [-0.33356, -1.10483, -1.43689], [0.12501, -1.36674, 0.89896], [0.74375, 1.45933, -0.25942], [-0.33760, -0.54803, -0.14955], [-2.09623, 0.59895, -0.63276], [-1.49939, 0.40812, 1.13631]]
}



Run Q
{
  "formula": "CH2N2O2S2",
  "method": "the ωB97M-V functional and the def2-TZVPD basis",
  "molar_mass_g_mol": 138.2,
  "homo_lumo_gap_ev": 9.69,
  "homo_energy_ev": -10.13,
  "multiplicity": 1,
  "smiles": "N#CO[S@@](N)(=O)=S",
  "symbols": ["C", "N", "N", "O", "O", "S", "S", "H", "H"],
  "xyz": [[-1.25670, 1.22294, 0.12693], [-1.29024, 1.99436, -0.71747], [1.28455, -0.00315, -0.12295], [-1.14915, 0.22280, 0.93735], [0.29022, -1.77306, 1.48897], [-0.67424, -1.71124, -1.30538], [-0.05029, -0.98532, 0.39882], [1.38818, 0.94966, 0.30364], [1.45768, 0.08301, -1.10991]]
}



Which one sits at the bottom of the stability order? run Q does.